Entry from the OMol25 dataset: a cluster of 8 separate species, C40H92N4O4 in total (ωB97M-V/def2-TZVPD).

Summary:
E: -2098.92689 Ha
ΔE to the lowest compared entry with this formula, charge and spin: 35.4 kcal per mole
SMILES: CCN(CC)CC.CCN(CC)CC.CCN(CC)CC.CCN(CC)CC.C1CCOC1.C1CCOC1.C1CCOC1.C1CCOC1
highest occupied orbital energy: -7.97 eV
frontier orbital gap: 8.40 eV

The geometry in XYZ format:
```
140
Properties=species:S:1:pos:R:3:lowdin_charge:R:1
C -2.12728 -13.32852 21.17976 -0.0836
C -1.37881 -12.91156 19.91406 -0.2665
N -1.44878 -13.81505 18.76638 -0.2195
C -0.41115 -13.64325 17.75618 -0.2255
C -0.28362 -14.97011 16.90934 -0.0750
C -2.79001 -14.00123 18.26131 -0.2721
C -3.46179 -12.75875 17.66213 -0.0764
H -2.00651 -12.43791 21.79647 0.0704
H -1.77315 -14.20251 21.72641 0.0748
H -3.19533 -13.47007 21.01444 0.0611
H -1.52956 -11.86955 19.63193 0.1092
H -0.33448 -12.94617 20.22434 0.1040
H -0.63497 -12.80881 17.09157 0.0981
H 0.44269 -13.38263 18.38159 0.1058
H -0.32859 -15.82231 17.58747 0.0721
H -1.01344 -15.09702 16.10975 0.0581
H 0.68237 -14.94964 16.40482 0.0586
H -3.35681 -14.59119 18.98157 0.1084
H -2.85877 -14.70462 17.43150 0.0972
H -3.61009 -11.97159 18.40140 0.0620
H -4.43592 -13.11254 17.32450 0.0723
H -2.86805 -12.33993 16.84963 0.0669
C -12.69054 -7.65653 15.78704 -0.0942
C -11.90423 -8.86552 15.28115 -0.2628
N -10.72877 -8.67387 14.39019 -0.1520
C -11.17324 -8.03897 13.13100 -0.2890
C -11.74258 -9.08196 12.19748 -0.0989
C -9.73259 -7.81275 15.09438 -0.2531
C -8.29202 -8.10022 14.60636 -0.0871
H -13.70350 -7.97360 16.03501 0.0706
H -12.87278 -6.96134 14.96753 0.0562
H -12.24474 -7.09568 16.60852 0.0691
H -11.60875 -9.40438 16.18138 0.1050
H -12.59486 -9.60801 14.88135 0.0994
H -11.77938 -7.13468 13.18533 0.1038
H -10.36723 -7.70273 12.47877 0.1079
H -12.65710 -9.49586 12.62227 0.0603
H -12.03095 -8.51686 11.31114 0.0732
H -11.05050 -9.88854 11.95550 0.0798
H -9.71710 -7.96653 16.17337 0.1107
H -9.95515 -6.77177 14.86003 0.1040
H -7.96528 -8.97160 15.17384 0.0625
H -7.68816 -7.25061 14.92515 0.0680
H -8.19334 -8.40963 13.56587 0.0665
C -0.71964 -13.29280 0.08319 -0.0923
C -0.17459 -13.01339 1.47386 -0.2817
N -1.11773 -13.42558 2.50606 -0.1704
C -2.14187 -12.41240 2.68469 -0.2380
C -1.68117 -11.20940 3.54787 -0.0875
C -0.31420 -13.67835 3.67281 -0.3032
C -1.19074 -14.28882 4.73532 -0.0945
H -0.18622 -12.66301 -0.62879 0.0721
H -1.79802 -13.14303 0.03062 0.0599
H -0.64208 -14.33986 -0.20967 0.0715
H 0.67104 -13.70003 1.43456 0.1074
H 0.32959 -12.05570 1.60323 0.1134
H -2.52818 -11.98513 1.75932 0.1067
H -2.99658 -12.81294 3.22978 0.1020
H -1.49117 -11.63897 4.53147 0.0525
H -0.69713 -10.81367 3.29657 0.0658
H -2.41186 -10.41704 3.71021 0.0740
H 0.23542 -12.80246 4.01750 0.1086
H 0.42629 -14.46505 3.52828 0.1178
H -1.57934 -15.21505 4.31202 0.0788
H -2.15929 -13.79847 4.83309 0.0571
H -0.69756 -14.49202 5.68589 0.0800
C -11.16366 -16.40211 13.90493 -0.0915
C -10.80343 -17.51337 14.91319 -0.2577
N -11.17243 -18.82298 14.32925 -0.2094
C -12.67345 -19.09019 14.44066 -0.1988
C -12.91393 -20.23228 13.42051 -0.0978
C -10.26326 -19.89186 14.72116 -0.2709
C -10.49878 -20.33136 16.15282 -0.0850
H -12.14280 -16.41339 13.42611 0.0620
H -10.37339 -16.32733 13.15795 0.0662
H -11.08790 -15.43615 14.40422 0.0617
H -9.77136 -17.41718 15.25039 0.1124
H -11.35967 -17.36688 15.83907 0.0949
H -13.03143 -19.23524 15.45993 0.1044
H -13.24392 -18.23484 14.07865 0.0940
H -12.36239 -20.21612 12.48048 0.0786
H -12.80036 -21.16575 13.97173 0.0630
H -13.92976 -20.22037 13.02547 0.0609
H -9.21479 -19.61398 14.61344 0.1096
H -10.49208 -20.65880 13.98120 0.0961
H -10.93273 -19.51186 16.72571 0.0673
H -9.47481 -20.45068 16.50686 0.0681
H -11.10113 -21.23897 16.19161 0.0719
C -4.22492 -13.29087 11.06053 -0.1591
C -5.00132 -13.17486 9.71388 -0.1579
C -4.55542 -11.78797 9.27469 -0.2116
O -3.15748 -11.81632 9.55136 -0.1594
C -2.93139 -12.50941 10.78809 -0.1952
H -4.07035 -14.34965 11.26840 0.1014
H -4.84340 -12.90840 11.87250 0.1047
H -6.06442 -13.16312 9.95424 0.1067
H -4.70542 -13.96133 9.01961 0.1135
H -5.09363 -10.92894 9.67532 0.1217
H -4.48720 -11.79856 8.18688 0.1169
H -2.60685 -11.80337 11.55247 0.1086
H -2.05211 -13.14284 10.67090 0.1098
C -2.36344 -3.42860 8.54495 -0.1778
C -2.31861 -4.77570 7.93689 -0.1870
C -3.75992 -5.10353 7.46842 -0.1896
O -4.53351 -4.38393 8.41142 -0.1547
C -3.86260 -3.14821 8.65351 -0.1941
H -1.92819 -2.73931 7.82139 0.1091
H -1.75388 -3.34165 9.44438 0.1111
H -2.00439 -5.59365 8.58522 0.1104
H -1.65383 -4.82975 7.07477 0.1068
H -4.00824 -6.15215 7.63227 0.1189
H -3.99559 -4.81204 6.44490 0.1147
H -4.04520 -2.56850 9.55832 0.1166
H -4.32220 -2.58071 7.84430 0.1158
C -11.83704 -12.48936 3.18123 -0.1719
C -10.53313 -13.28467 3.31937 -0.1828
C -9.98760 -13.01720 4.70644 -0.1880
O -11.07299 -12.34182 5.34515 -0.1096
C -12.23428 -12.53874 4.60084 -0.2725
H -12.53162 -12.98908 2.50599 0.1155
H -11.82697 -11.43365 2.91020 0.1146
H -9.84259 -13.30156 2.47618 0.1093
H -10.79790 -14.34075 3.26753 0.1043
H -9.10515 -12.40448 4.52217 0.1153
H -9.70106 -13.93811 5.21430 0.1177
H -12.98844 -11.77314 4.78299 0.1263
H -12.69458 -13.50942 4.78526 0.1218
C 0.09810 -5.05294 14.71402 -0.1497
C 0.35364 -5.70810 16.05931 -0.1929
C -0.12130 -7.11896 16.01034 -0.2250
O -1.09283 -7.02528 15.02422 -0.1404
C -0.71626 -6.13874 14.01762 -0.2183
H 0.96797 -5.04184 14.05730 0.1082
H -0.40766 -4.10167 14.87959 0.1117
H -0.08356 -5.14866 16.88635 0.1103
H 1.40721 -5.68669 16.33792 0.1066
H -0.67158 -7.48214 16.87832 0.1281
H 0.71087 -7.78388 15.77910 0.1186
H -1.57643 -5.65833 13.55134 0.1231
H -0.09563 -6.72320 13.33841 0.1195
```